1.
This record from the Open Molecules 2025 dataset describes C11H14N5ORuS4 as an isolated structure at a distorted geometry. The level of theory is wB97M-V/def2-TZVPD.

```
! RIJCOSX wB97M-V def2-TZVPD def2/J DEFGRID3
* xyz 0 6
Ru 0.36705 1.05334 0.72623
N 3.69885 3.69738 2.73625
C 2.84716 2.74156 2.26317
S 2.42601 2.77005 0.57802
N 2.43051 1.85218 3.10940
N 1.63166 0.86836 2.63265
C 2.15579 -0.07482 1.92436
C 1.30426 -1.25267 1.60487
C 1.81290 -2.41834 1.06251
C 0.94799 -3.48195 0.86639
C -0.38755 -3.34421 1.20628
C -0.81725 -2.12528 1.70558
N 0.00806 -1.10266 1.91129
H 3.83759 4.52168 2.18199
H 3.85238 3.74732 3.72788
H 3.22008 -0.09635 1.71352
H 2.86367 -2.48644 0.80912
H 1.31704 -4.41360 0.45632
H -1.08828 -4.15757 1.07631
H -1.85799 -1.95268 1.94607
S -1.17004 3.68230 -2.62048
C -0.51749 2.75601 -1.43880
S 0.55756 1.42377 -1.74132
S -0.94237 2.99372 0.24807
C -1.79306 -1.67951 -2.37096
N -2.41718 -0.37770 -2.23225
C -3.02294 0.22523 -3.40932
C -2.32276 0.30355 -1.09805
O -1.73947 -0.09342 -0.08210
H -2.43028 -2.32181 -2.97911
H -1.65706 -2.11998 -1.38667
H -0.81699 -1.58454 -2.85338
H -3.96818 -0.26072 -3.65850
H -2.34182 0.13218 -4.25518
H -3.19178 1.28486 -3.22882
H -2.79609 1.29075 -1.13133
*
```

Values from the calculation:
HOMO-LUMO gap (spin up / spin down): 6.644 / 5.933 eV
E: -2464.1211 a.u.
Relative energy (zero: lowest compared OMol25 entry of this formula, charge and spin): 124.6 kJ/mol
<S²>: 8.778
HOMO level (spin up / spin down): -7.3 / -7.8 eV

natural (NBO) atomic charges, in units of e: number 1, Ru, carries 1.1089; number 2, N, carries -0.8059; number 3, C, carries 0.2486; number 4, S, carries -0.2228; number 5, N, carries -0.3992; number 6, N, carries -0.2240; number 7, C, carries -0.0179; number 8, C, carries 0.1229; number 9, C, carries -0.2314; number 10, C, carries -0.1407; number 11, C, carries -0.2594; number 12, C, carries 0.0994; number 13, N, carries -0.4529; number 14, H, carries 0.4018; number 15, H, carries 0.3983; number 16, H, carries 0.2221; number 17, H, carries 0.2314; number 18, H, carries 0.2265; number 19, H, carries 0.2298; number 20, H, carries 0.2177; number 21, S, carries -0.0616; number 22, C, carries -0.5610; number 23, S, carries -0.1240; number 24, S, carries -0.0595; number 25, C, carries -0.4216; number 26, N, carries -0.3954; number 27, C, carries -0.4075; number 28, C, carries 0.5642; number 29, O, carries -0.7289; number 30, H, carries 0.2037; number 31, H, carries 0.2292; number 32, H, carries 0.2114; number 33, H, carries 0.1959; number 34, H, carries 0.2113; number 35, H, carries 0.2325; number 36, H, carries 0.1580


2.
This record from the Open Molecules 2025 dataset describes an isolated ion of composition C11H14NO and charge +1 at a distorted geometry. The level of theory is wB97M-V/def2-TZVPD.

```
! RIJCOSX wB97M-V def2-TZVPD def2/J DEFGRID3
* xyz 1 1
C -3.89827 -0.09407 -0.08837
C -3.43664 -1.45988 -0.10690
C -3.00164 0.95631 0.00315
C -2.05332 -1.58669 -0.08256
C -1.62538 0.79162 -0.08201
C -1.15107 -0.53148 0.13427
C 0.60657 1.78195 -0.16517
C 1.19270 0.62851 -0.21899
C -0.85078 2.07058 0.04871
C 3.21425 -0.23257 1.10783
C 2.41658 -1.35393 -0.89016
N 2.48986 -0.03706 -0.24016
O 0.17692 -0.96635 0.26977
H -4.92523 0.01999 0.06267
H -4.20175 -2.22759 -0.17819
H -3.30511 1.99645 0.03639
H -1.53640 -2.59384 -0.01252
H 1.37224 2.56136 -0.42253
H -1.16281 2.68741 -0.72804
H -0.99211 2.65692 1.05750
H 3.73447 0.58280 1.38323
H 2.40697 -0.30859 1.88565
H 3.94809 -1.10261 1.03143
H 2.15890 -2.12612 -0.10825
H 1.83868 -1.22607 -1.68823
H 3.52594 -1.57469 -1.20201
H 3.05835 0.68767 -0.80651
*
```

Values from the calculation:
HOMO-LUMO gap: 7.542 eV
E: -557.1190 a.u.
Relative energy (zero: lowest compared OMol25 entry of this formula, charge and spin): 306.1 kJ/mol
HOMO level: -11.4 eV

natural (NBO) atomic charges, in units of e: number 1, C, carries -0.2095; number 2, C, carries -0.1711; number 3, C, carries -0.1712; number 4, C, carries -0.2565; number 5, C, carries -0.1265; number 6, C, carries 0.2950; number 7, C, carries -0.1727; number 8, C, carries 0.4235; number 9, C, carries -0.4397; number 10, C, carries -0.4016; number 11, C, carries -0.3674; number 12, N, carries -0.4137; number 13, O, carries -0.5658; number 14, H, carries 0.2207; number 15, H, carries 0.2392; number 16, H, carries 0.2125; number 17, H, carries 0.2260; number 18, H, carries 0.2587; number 19, H, carries 0.2512; number 20, H, carries 0.2638; number 21, H, carries 0.2222; number 22, H, carries 0.2617; number 23, H, carries 0.2508; number 24, H, carries 0.2691; number 25, H, carries 0.2250; number 26, H, carries 0.2215; number 27, H, carries 0.4548


3.
This record from the Open Molecules 2025 dataset describes an isolated ion of composition C11H14NO2 and charge +1 at a distorted geometry. The level of theory is wB97M-V/def2-TZVPD.

```
! RIJCOSX wB97M-V def2-TZVPD def2/J DEFGRID3
* xyz 1 1
C 3.77009 0.25576 -0.08484
C 3.31703 0.03788 -1.31758
C 3.15718 -0.24734 1.08915
C 2.14873 -0.67330 -1.52508
C 1.95561 -0.89542 0.88432
C 1.45911 -1.10333 -0.39017
C -0.95646 -2.00068 -0.73561
C 0.17214 -1.49101 -0.51128
C -2.36908 -1.22679 -0.70192
C -1.10959 0.93872 -0.08401
C -1.16535 1.15357 1.38152
N -2.21385 0.34141 -0.80936
O -3.18174 -1.47469 0.36143
O -0.47824 1.94413 -0.82755
H 4.84666 0.60848 -0.18758
H 4.04451 0.14907 -2.08953
H 3.45189 -0.19652 2.06789
H 1.58626 -0.66188 -2.49734
H 1.42309 -1.31222 1.71630
H -1.29633 -2.95424 -0.93468
H -2.95583 -1.44154 -1.66528
H -0.56940 0.28694 2.00000
H -2.19798 1.00388 1.80035
H -0.70063 2.10385 1.70450
H -2.01950 0.58764 -1.79277
H -3.19170 0.62034 -0.41216
H -2.75227 -2.19465 0.95807
H 0.07345 2.57172 -0.39329
*
```

Values from the calculation:
HOMO-LUMO gap (spin up / spin down): 6.948 / 7.719 eV
E: -632.3394 a.u.
Relative energy (zero: lowest compared OMol25 entry of this formula, charge and spin): 692.2 kJ/mol
HOMO level (spin up / spin down): -10.7 / -11.7 eV

Mulliken atomic charges, in units of e: number 1, C, carries -0.2589; number 2, C, carries -0.5050; number 3, C, carries -0.8710; number 4, C, carries -0.3904; number 5, C, carries -0.3585; number 6, C, carries 0.6512; number 7, C, carries -0.7786; number 8, C, carries -0.0522; number 9, C, carries 0.0353; number 10, C, carries 0.4012; number 11, C, carries -1.1243; number 12, N, carries -0.1427; number 13, O, carries -0.5539; number 14, O, carries -0.5295; number 15, H, carries 0.2637; number 16, H, carries 0.3839; number 17, H, carries 0.4993; number 18, H, carries 0.3317; number 19, H, carries 0.5541; number 20, H, carries 0.6084; number 21, H, carries 0.3611; number 22, H, carries 0.1497; number 23, H, carries 0.3054; number 24, H, carries 0.4417; number 25, H, carries 0.4206; number 26, H, carries 0.3823; number 27, H, carries 0.4272; number 28, H, carries 0.3483


4.
This record from the Open Molecules 2025 dataset describes one molecule with the formula C11H14NO2P at a distorted geometry. The level of theory is wB97M-V/def2-TZVPD.

```
! RIJCOSX wB97M-V def2-TZVPD def2/J DEFGRID3
* xyz 0 1
C -4.23799 0.60952 0.55867
C -3.36476 -0.71717 0.24042
N -3.72216 -1.43846 -0.78774
C -2.12959 -1.06594 1.19674
C -0.78378 -1.38287 0.41782
C -0.64965 -2.15553 -0.74668
C 0.82755 -2.28198 -1.36918
O 1.26659 -3.34089 -1.85859
C 1.69128 -0.92796 -1.28903
C 1.55398 -0.14799 -0.12440
P 2.37701 1.50150 0.24372
C 2.56961 2.55268 -1.31194
C 3.98790 1.31663 1.20437
C 0.55278 -0.70658 1.00587
O 0.79178 -0.61697 2.22459
H -3.56938 1.51674 0.72626
H -4.89201 0.36859 1.45806
H -4.93624 0.83433 -0.32278
H -4.56485 -1.03639 -1.24026
H -1.93304 -0.10551 1.79961
H -2.35745 -1.87114 1.96379
H -1.56077 -2.65190 -1.20798
H 2.35844 -0.56590 -2.13290
H 2.64840 3.64020 -1.00125
H 3.40770 2.19887 -1.99648
H 1.59826 2.42104 -1.91569
H 4.89074 1.02682 0.57635
H 4.21535 2.35078 1.65683
H 3.88230 0.61449 2.10750
*
```

Values from the calculation:
HOMO-LUMO gap: 7.105 eV
E: -973.9820 a.u.
Relative energy (zero: lowest compared OMol25 entry of this formula, charge and spin): 35.0 kJ/mol
HOMO level: -8.0 eV

natural (NBO) atomic charges, in units of e: number 1, C, carries -0.6908; number 2, C, carries 0.3393; number 3, N, carries -0.6451; number 4, C, carries -0.5070; number 5, C, carries -0.0509; number 6, C, carries -0.2619; number 7, C, carries 0.5308; number 8, O, carries -0.5033; number 9, C, carries -0.2478; number 10, C, carries -0.3593; number 11, P, carries 0.7242; number 12, C, carries -0.9246; number 13, C, carries -0.9243; number 14, C, carries 0.5448; number 15, O, carries -0.5160; number 16, H, carries 0.2288; number 17, H, carries 0.2318; number 18, H, carries 0.2177; number 19, H, carries 0.3420; number 20, H, carries 0.2382; number 21, H, carries 0.2636; number 22, H, carries 0.2771; number 23, H, carries 0.2395; number 24, H, carries 0.2535; number 25, H, carries 0.2201; number 26, H, carries 0.2490; number 27, H, carries 0.2219; number 28, H, carries 0.2436; number 29, H, carries 0.2653